1.
ORCA calculation (wB97M-V/def2-TZVPD) on an isolated molecule of C5H9NO at a distorted geometry.

Computed properties:
E_LUMO in eV: 1.1
Orbital gap in eV: 10.151
Total energy in eV: -8864.9041
Net charge: 0
Relative energy (zero: lowest compared OMol25 entry of this formula, charge and spin) in eV: 4.3085
SMILES: C[C@H]1CC/C1=N\O

Geometry as XYZ:
```
16
C5H9NO, DFT wB97M-V/def2-TZVPD
H 0.833 0.359 2.214
H 1.708 0.919 -0.315
H 2.372 -0.241 1.665
C -0.489 0.465 -0.021
H 0.905 -1.292 1.760
H 1.039 0.058 -2.414
H 0.639 -1.547 -1.814
O -2.432 0.404 1.042
C 1.308 -0.314 1.460
C -0.900 0.031 -1.394
C 0.971 0.142 -0.072
C 0.560 -0.483 -1.576
N -1.060 0.537 1.103
H -1.695 -0.723 -1.398
H -1.211 0.855 -2.048
H -2.671 0.912 1.824
```

***

2.
ORCA calculation (wB97M-V/def2-TZVPD) on an isolated molecule of C5H9NO.

Computed properties:
E_LUMO in eV: 1.2
Orbital gap in eV: 10.523
Total energy in eV: -8866.2072
Net charge: 0
Relative energy (zero: lowest compared OMol25 entry of this formula, charge and spin) in eV: 3.0054
SMILES: C[C@H]1N[C@H]1[C@H]1CO1

Geometry as XYZ:
```
16
C5H9NO, DFT wB97M-V/def2-TZVPD
H -1.391 2.166 -0.332
H -0.084 -1.799 1.820
H 2.286 -0.934 1.512
H -1.374 1.994 -2.170
C -0.612 0.243 -1.009
N -0.490 0.279 1.532
C 0.170 -0.973 1.155
H 1.808 -1.875 0.086
H 0.108 1.058 1.252
O 0.347 1.307 -1.046
H -1.911 -0.858 0.411
C -0.914 -0.416 0.319
C -1.026 1.632 -1.205
H 1.787 -0.102 0.026
C 1.596 -0.969 0.664
H -0.415 -0.360 -1.890
```

***

3.
ORCA calculation (wB97M-V/def2-TZVPD) on an isolated molecule of C5H9NO at a distorted geometry.

Computed properties:
E_LUMO in eV: 1.1
Orbital gap in eV: 10.498
Total energy in eV: -8863.8860
Net charge: 0
Relative energy (zero: lowest compared OMol25 entry of this formula, charge and spin) in eV: 5.3266
SMILES: C[C@H]1N[C@H]1[C@H]1CO1

Geometry as XYZ:
```
16
C5H9NO, DFT wB97M-V/def2-TZVPD
H -2.647 -0.838 0.676
H -1.275 -1.206 -0.383
H 0.227 -0.687 1.378
C 0.249 1.043 0.290
H -1.736 1.458 1.126
C -1.126 0.668 0.690
H 2.994 -0.453 -1.252
C 0.983 0.431 -0.880
O 1.031 -1.222 -0.880
H 0.548 2.080 0.481
N 0.017 0.299 1.537
H 0.607 -0.197 -1.790
C -1.920 -0.403 -0.018
H 2.378 -0.575 0.470
H -2.473 0.013 -0.867
C 2.144 -0.411 -0.579
```